13
Properties=species:S:1:pos:R:3:forces:R:3 method="wB97M-V/def2-TZVPD" spin_multiplicity=3 charge=+1 homo_lumo_gap_ev="8.6 / 7.3" homo_ha="-0.4810 / -0.5859" lumo_ev="-4.441 / -8.658"
C -1.35184 -1.50572 0.07168 2.6 2.1 0.0
C -0.15072 0.16726 -0.42137 -1.5 0.8 0.2
C 0.34978 2.72657 -0.37870 -0.5 1.2 -0.9
C 0.80802 -0.77597 0.13384 4.5 -0.8 2.2
C -0.05655 -1.78315 0.56451 -2.6 -2.1 0.7
C -0.00188 1.51151 -0.37751 1.0 0.8 -0.6
N -1.42567 -0.33108 -0.52925 0.8 0.1 -0.5
H -2.17180 -2.04613 0.18219 -3.5 -2.7 0.3
H 0.63142 3.33963 -1.24162 0.4 -0.6 -0.2
H 0.07718 3.38634 0.40766 -0.1 0.4 1.2
H 1.51640 -0.54006 1.06386 -1.4 0.6 -2.0
H 1.51719 -1.43125 -0.40792 0.2 1.2 -1.1
H 0.25848 -2.71795 0.93263 0.2 -0.9 0.7